206
Properties=species:S:1:pos:R:3:mulliken_charge:R:1 method="wB97M-V/def2-TZVPD" lumo_energy_ev=-1.18 homo_energy_ev=-8.079 e_tot_ev=-139755.1935 charge=0 spin_multiplicity=1
C 17.87922 -4.89772 -4.53642 0.609
C 17.41710 -3.91291 -5.63685 0.461
N 17.10794 -4.50662 -6.92318 0.915
C 18.35170 -4.98045 -7.60276 2.496
C 18.17259 -5.17048 -9.09869 -2.128
C 16.15428 -5.60404 -6.80380 0.728
C 14.81499 -5.11792 -6.36255 -0.968
H 18.40750 -4.23877 -3.84162 0.780
H 18.63808 -5.49890 -5.03550 -0.858
H 17.15039 -5.49891 -3.99804 -0.930
H 16.58086 -3.33840 -5.21150 -0.402
H 18.12764 -3.08363 -5.69424 -0.348
H 19.14560 -4.25883 -7.43210 -0.183
H 18.50109 -5.93303 -7.08262 -0.958
H 17.53187 -4.32525 -9.38032 0.370
H 19.02411 -5.12813 -9.78221 0.486
H 17.66924 -6.06135 -9.48362 -0.066
H 16.48617 -6.46147 -6.19614 -0.401
H 16.07739 -6.03832 -7.80616 0.265
H 14.53362 -4.13413 -6.74369 0.048
H 14.85431 -4.80734 -5.30487 -0.325
H 13.97176 -5.80448 -6.41723 0.531
C 24.91315 -3.05475 -4.37802 -1.082
C 24.35968 -4.25352 -3.58468 -0.423
N 23.28886 -4.93893 -4.26830 0.322
C 22.14967 -4.07582 -4.44215 -0.372
C 21.20593 -4.41139 -5.60554 -0.062
C 22.95717 -6.25937 -3.70679 0.481
C 24.13416 -7.20266 -3.90040 -1.589
H 24.90376 -3.34558 -5.43397 0.363
H 25.97625 -2.86063 -4.24802 0.443
H 24.21735 -2.23731 -4.21059 -0.069
H 25.20568 -4.91855 -3.39043 0.446
H 24.11473 -3.94883 -2.55220 0.339
H 21.60112 -3.99434 -3.48653 0.163
H 22.43799 -3.04389 -4.64808 0.119
H 20.45919 -3.62735 -5.74856 -0.174
H 21.77393 -4.46295 -6.53763 0.313
H 20.62052 -5.32951 -5.54663 -0.410
H 22.03932 -6.55958 -4.20916 -0.461
H 22.69464 -6.15190 -2.64510 0.334
H 24.81412 -7.21821 -3.04840 0.407
H 24.63373 -7.01774 -4.84902 0.358
H 23.80724 -8.24802 -3.92546 0.452
O 15.80147 0.10036 -6.67582 -0.767
C 14.66454 -0.08681 -7.11521 0.541
N 13.94827 0.91019 -7.62715 -0.410
C 14.00262 -1.45797 -7.12170 -0.288
H 12.98589 0.83517 -7.90348 0.201
H 14.28285 1.84967 -7.46951 0.250
H 14.74976 -2.16702 -7.47062 -0.083
H 13.07621 -1.41820 -7.69265 0.503
H 13.68739 -1.73978 -6.11488 -0.035
O 19.67957 0.53723 -9.63896 -0.692
C 18.76337 0.22203 -8.89947 0.035
N 17.97786 1.08205 -8.22066 -0.059
C 18.47456 -1.23948 -8.61955 0.734
H 18.00296 2.05719 -8.45929 0.283
H 17.21908 0.65654 -7.69805 0.050
H 19.41702 -1.77172 -8.49811 -0.218
H 17.97424 -1.72563 -9.45880 0.213
H 17.84833 -1.34938 -7.73361 -0.202
C 23.67793 0.07361 -1.44365 -0.635
C 23.92840 0.27241 -2.78621 -0.440
C 22.83705 0.34485 -3.69873 -0.380
C 21.56436 0.03992 -3.24447 0.226
C 21.32057 -0.11260 -1.85353 0.122
C 22.37874 -0.18710 -1.00060 -0.779
C 19.98865 -0.34689 -1.25295 0.435
O 19.78248 -0.36666 -0.06672 -0.637
C 18.85448 -0.53479 -2.22602 0.289
C 17.60342 -0.86033 -1.71398 -1.172
C 16.48594 -0.86101 -2.54524 -0.283
C 16.63219 -0.52043 -3.90266 -0.528
C 17.89424 -0.26206 -4.42487 -0.134
C 19.02433 -0.29806 -3.60795 -0.116
C 20.39388 -0.11676 -4.19985 0.814
O 20.53740 0.00748 -5.39170 -0.786
H 24.54919 0.05071 -0.80230 0.388
H 24.93717 0.42373 -3.14397 0.442
H 23.03694 0.50250 -4.74906 0.451
H 22.24974 -0.27519 0.07039 0.470
H 17.48016 -1.03809 -0.65419 0.553
H 15.49811 -1.00918 -2.14371 0.621
H 15.72045 -0.72601 -4.44222 0.213
H 17.99467 -0.08411 -5.48625 0.842
C 21.37813 -2.12587 -10.79340 -0.344
C 22.52627 -1.71632 -11.46115 -1.195
C 22.81928 -2.35118 -12.65627 -0.687
C 21.96656 -3.32949 -13.22324 0.354
C 20.79105 -3.65938 -12.54273 0.405
C 20.49347 -3.04692 -11.31530 -0.026
C 19.91021 -4.75019 -13.06789 0.269
O 19.06050 -5.22743 -12.34743 -0.347
C 20.10411 -5.07746 -14.50432 0.010
C 19.15910 -5.83674 -15.18654 -0.336
C 19.34123 -6.14439 -16.52449 -0.591
C 20.46514 -5.75336 -17.21599 -0.627
C 21.46922 -5.09735 -16.50331 -0.373
C 21.31104 -4.76703 -15.17430 0.044
C 22.38398 -3.93274 -14.50707 0.518
O 23.45307 -3.71269 -15.02235 -0.652
H 21.07429 -1.63956 -9.87425 0.320
H 23.25010 -1.10267 -10.94484 0.416
H 23.73320 -2.07735 -13.16645 0.437
H 19.51124 -3.13836 -10.87450 0.510
H 18.26070 -6.16963 -14.68316 0.563
H 18.59765 -6.70671 -17.07836 0.426
H 20.66202 -6.03138 -18.24150 0.381
H 22.38655 -4.86727 -17.03036 0.447
C 8.44012 1.63010 0.86197 -0.575
C 8.66552 0.83393 1.99083 -0.345
C 9.74631 -0.03065 2.04025 -0.692
C 10.61354 -0.09581 0.95585 0.501
C 10.34208 0.56128 -0.23514 0.216
C 9.29724 1.48038 -0.22335 -0.444
C 11.15955 0.35388 -1.46445 0.185
O 11.03652 1.07677 -2.42506 -0.622
C 12.07740 -0.84781 -1.52285 0.045
C 12.62343 -1.30363 -2.69852 -0.216
C 13.51568 -2.38917 -2.74680 -0.662
C 13.85748 -2.96516 -1.51912 0.071
C 13.28017 -2.52946 -0.32082 -1.317
C 12.38523 -1.48304 -0.31889 0.337
C 11.73312 -1.11457 0.97477 0.396
O 12.03337 -1.63246 2.02154 -0.644
H 7.61573 2.32104 0.77331 0.403
H 7.97937 0.94417 2.82099 0.387
H 10.00195 -0.59472 2.92603 0.457
H 9.17674 2.18667 -1.03640 0.429
H 12.31458 -0.87075 -3.64263 0.465
H 13.93762 -2.60447 -3.71757 0.274
H 14.47260 -3.85372 -1.44748 0.715
H 13.50123 -3.06955 0.58935 0.580
C 15.65710 -5.87137 -13.82311 -0.650
C 14.52093 -6.00547 -14.59786 -0.649
C 13.62463 -7.03731 -14.39402 -0.745
C 13.80009 -7.91118 -13.29462 0.674
C 14.83824 -7.68666 -12.38545 -0.002
C 15.77726 -6.72150 -12.74767 -0.062
C 14.93562 -8.55498 -11.18338 0.091
O 15.72348 -8.21897 -10.31495 -0.192
C 14.18821 -9.82165 -11.12933 0.538
C 14.45083 -10.73939 -10.09669 -0.463
C 13.65961 -11.87285 -10.06475 -0.382
C 12.64095 -12.11371 -10.96712 -0.887
C 12.36055 -11.16923 -11.95619 -0.614
C 13.16467 -10.02209 -12.04755 0.160
C 12.84954 -9.08076 -13.15367 0.442
O 11.92369 -9.25407 -13.90572 -0.664
H 16.41077 -5.12024 -14.01145 0.722
H 14.35598 -5.32543 -15.42625 0.381
H 12.86830 -7.13893 -15.15922 0.435
H 16.62533 -6.63468 -12.07378 0.407
H 15.29398 -10.58558 -9.44092 0.151
H 13.94394 -12.54215 -9.25935 0.463
H 12.09461 -13.04420 -10.89898 0.380
H 11.54872 -11.26669 -12.66162 0.507
C 9.69263 -8.69687 2.33278 -0.421
C 10.69704 -8.71949 3.28200 -0.701
C 12.00314 -8.68485 2.83971 -0.416
C 12.33686 -8.36869 1.54317 0.405
C 11.31526 -8.24698 0.57953 0.335
C 10.00316 -8.45523 1.00399 -0.527
C 11.62025 -8.05080 -0.87409 0.098
O 10.75831 -8.14233 -1.70830 -0.620
C 13.02846 -7.59826 -1.14484 0.097
C 13.31152 -7.02506 -2.39145 -0.962
C 14.53048 -6.39828 -2.61182 0.545
C 15.53481 -6.47649 -1.66301 0.306
C 15.30102 -7.05852 -0.43775 -1.527
C 14.01958 -7.56890 -0.17865 0.759
C 13.76737 -8.12367 1.18623 0.218
O 14.65551 -8.25988 1.99820 -0.660
H 8.64764 -8.84625 2.57333 0.386
H 10.45545 -9.00954 4.29589 0.363
H 12.75938 -8.85029 3.59835 0.427
H 9.26030 -8.44689 0.21550 0.468
H 12.57161 -6.97623 -3.17937 0.628
H 14.71258 -5.98395 -3.59616 -0.395
H 16.46789 -5.94530 -1.81759 0.597
H 15.97995 -7.02215 0.40246 0.572
C 15.51481 -9.87014 -2.73906 -0.863
C 16.61523 -9.53922 -1.93721 -0.491
C 17.78073 -9.11087 -2.58508 -0.544
C 17.91631 -9.11680 -3.95566 0.401
C 16.85582 -9.54571 -4.77455 0.344
C 15.67371 -9.85199 -4.12180 -0.638
C 16.88591 -9.49526 -6.26420 0.461
O 15.91659 -9.79634 -6.92199 -0.667
C 18.14791 -9.02058 -6.88946 0.260
C 18.26137 -9.00632 -8.27144 -0.153
C 19.38615 -8.53885 -8.90838 -0.961
C 20.44636 -8.04300 -8.10690 -0.742
C 20.36218 -8.01823 -6.72631 -0.736
C 19.17982 -8.48482 -6.12395 0.593
C 19.07824 -8.44967 -4.62703 0.818
O 19.96728 -8.00523 -3.93373 -0.720
H 14.56013 -10.18891 -2.34588 0.504
H 16.51459 -9.37053 -0.87552 0.630
H 18.59003 -8.69797 -1.99638 0.505
H 14.78448 -9.78941 -4.74378 0.444
H 17.43131 -9.35919 -8.87116 0.163
H 19.46533 -8.67339 -9.97725 0.499
H 21.32441 -7.84201 -8.70821 0.435
H 21.28038 -7.77732 -6.20939 0.520